# 1
Computed, not measured: a structure of composition C25H30ClMoN2O2PS in a non-equilibrium geometry, with ωB97M-V with the def2-TZVPD basis set.

Output
HOMO (alpha / beta) in hartree: -0.49887 / -0.49065
F_max in eV/A: 4.56
Relative energy (zero: lowest compared OMol25 entry of this formula, charge and spin) in eV: 0.5034
Total charge: +2
2S+1: 3
HOMO-LUMO gap (alpha / beta) in eV: 7.35 / 6.89
Lowest unoccupied orbital energy (alpha / beta) in eV: -6.22 / -6.47
Energy in eV: -67974.921
Molecular weight in g/mol: 584.96

Geometry (Å):
Mo  -0.02193  -1.33238  -0.48132
Cl  2.60917  -1.31678  -0.22202
C  3.13187  0.26852  -0.66072
C  4.45137  0.46932  -1.02232
C  4.85397  1.73832  -1.41532
C  3.93957  2.77962  -1.45222
C  2.62797  2.57112  -1.05762
C  2.20357  1.30902  -0.64092
P  0.50857  0.97932  -0.05052
C  0.59817  1.24192  1.74968
C  -0.61353  1.09162  2.43038
C  -0.65823  1.26772  3.79918
C  0.50077  1.58852  4.49218
C  1.70297  1.72422  3.81928
C  1.76297  1.54282  2.44588
C  -0.38583  2.43222  -0.66322
C  -0.69783  3.51572  0.15018
C  -1.28723  4.63802  -0.40692
C  -1.56003  4.68092  -1.76452
C  -1.25763  3.59462  -2.57402
C  -0.67523  2.46762  -2.02552
H  5.15167  -0.35168  -0.99952
H  5.88027  1.90482  -1.70282
H  4.24807  3.76022  -1.78312
H  1.92257  3.38942  -1.08392
H  -1.51503  0.87452  1.86198
H  -1.59513  1.17102  4.32558
H  0.46157  1.73132  5.56018
H  2.59657  1.97852  4.36618
H  2.70137  1.64742  1.91948
H  -0.47303  3.48682  1.20598
H  -1.52073  5.48142  0.22338
H  -2.00463  5.56442  -2.19402
H  -1.46913  3.63562  -3.63042
H  -0.42253  1.60852  -2.64322
C  -3.61343  0.88192  -0.99832
O  -2.44903  0.25752  -0.44702
C  -1.89393  -0.82778  -0.97362
C  -2.62523  -1.52488  -2.08332
H  -4.50833  0.30072  -0.76202
H  -3.52243  1.00282  -2.07822
H  -3.67423  1.86392  -0.53032
H  -3.66683  -1.72308  -1.81692
H  -2.13863  -2.47278  -2.33292
H  -2.64383  -0.89648  -2.97992
C  0.39957  -4.95388  -2.57352
C  0.80427  -4.15268  -1.38492
C  1.84527  -4.71208  -0.47072
O  0.27497  -3.04598  -1.14802
H  -0.25603  -5.77128  -2.26182
H  1.27237  -5.40738  -3.03912
H  -0.13533  -4.33678  -3.29562
H  2.79927  -4.77458  -0.99972
H  1.58387  -5.72918  -0.17602
H  1.96777  -4.09408  0.42158
N  -1.67813  -3.41408  3.51998
C  -1.58763  -2.74538  2.37968
N  -2.66093  -2.51738  1.63708
S  -0.05153  -2.17428  1.88348
H  -2.55793  -3.78358  3.85058
H  -0.86023  -3.59908  4.07888
H  -3.58723  -2.78498  1.93728
H  -2.53183  -1.99978  0.76838

***

# 2
Computed, not measured: an isolated molecule of C20H33N3O4, with ωB97M-V with the def2-TZVPD basis set.

Output
HOMO in hartree: -0.27270
F_max in eV/A: 0.65
Relative energy (zero: lowest compared OMol25 entry of this formula, charge and spin) in eV: 0.4794
SMILES: COCCN(C(=O)Nc1ccc(OC)cc1OC)C1CCN(C(C)C)CC1
HOMO-LUMO gap in eV: 8.12
Lowest unoccupied orbital energy in eV: 0.70
Energy in eV: -33935.529
Molecular weight in g/mol: 379.50

Geometry (Å):
C  -0.01280  -0.02325  4.90584
O  -0.26772  0.62993  3.69338
C  0.41109  1.85510  3.57110
C  -0.00652  2.53108  2.25991
N  0.05012  1.65931  1.10749
C  -1.16820  1.24997  0.60732
O  -2.20744  1.79228  0.93150
N  -1.10643  0.22669  -0.30277
C  -2.15388  -0.35915  -1.01425
C  -3.46350  0.08441  -0.99988
C  -4.44413  -0.55295  -1.74671
C  -4.11730  -1.65074  -2.52404
O  -4.99129  -2.36265  -3.30000
C  -6.33985  -1.96617  -3.31065
C  -2.79698  -2.10872  -2.55117
C  -1.82251  -1.47679  -1.80893
O  -0.49858  -1.85677  -1.77478
C  -0.11071  -2.97422  -2.53407
C  1.31984  1.18920  0.57975
C  2.45130  2.20944  0.72359
C  3.69998  1.66382  0.02856
N  4.10141  0.42198  0.65744
C  5.45532  -0.03042  0.36841
C  6.47419  0.87633  1.06180
C  5.78685  -0.16777  -1.12392
C  3.07582  -0.58532  0.48246
C  1.80026  -0.13543  1.19121
H  -0.58104  -0.95073  4.88593
H  -0.33365  0.58301  5.76285
H  1.05577  -0.25170  5.02196
H  0.15230  2.52476  4.40760
H  1.50019  1.68712  3.60789
H  -1.05515  2.82715  2.34228
H  0.60421  3.42441  2.10711
H  -0.24323  -0.27873  -0.41915
H  -3.71442  0.93374  -0.38788
H  -5.45252  -0.17558  -1.70376
H  -6.45720  -0.94812  -3.69638
H  -6.78533  -2.02850  -2.31241
H  -6.84754  -2.66356  -3.97560
H  -2.58250  -2.96481  -3.16879
H  0.95635  -3.09868  -2.35243
H  -0.28007  -2.81116  -3.60297
H  -0.63949  -3.87805  -2.21648
H  1.18217  1.04489  -0.50170
H  2.68844  2.37482  1.77338
H  2.16600  3.15896  0.26801
H  4.50897  2.38793  0.12735
H  3.48138  1.53156  -1.04678
H  5.53403  -1.02394  0.82728
H  6.57801  1.82656  0.54447
H  6.16109  1.06694  2.08445
H  7.44743  0.39273  1.07669
H  6.77301  -0.60930  -1.24142
H  5.78632  0.80458  -1.61067
H  5.06304  -0.80928  -1.62167
H  3.42745  -1.52248  0.92105
H  2.84919  -0.77105  -0.58455
H  1.03394  -0.90733  1.11112
H  2.01912  0.00681  2.24726

***

# 3
Computed, not measured: a cluster of 3 separate species, C12H29N3O3S in total in a non-equilibrium geometry, with ωB97M-V with the def2-TZVPD basis set.

Output
HOMO in hartree: -0.30045
F_max in eV/A: 2.70
SMILES: CCSCNCCOC.CN(C)C=O.CN(C)C=O
HOMO-LUMO gap in eV: 8.70
Lowest unoccupied orbital energy in eV: 0.52
Energy in eV: -34358.340
Molecular weight in g/mol: 295.45

Geometry (Å):
C  -0.31591  -2.10479  -1.07368
C  0.50569  -2.51761  -2.43223
S  0.43362  -4.33256  -2.88607
C  -1.25941  -5.07883  -2.59819
N  -1.74962  -5.03455  -1.16777
C  -1.44968  -6.30344  -0.40057
C  0.00474  -6.10590  0.35683
O  0.91178  -7.22415  0.05597
C  1.89152  -6.88810  -0.98878
H  -0.40111  -2.95022  -0.26878
H  -1.35558  -1.61903  -1.36093
H  0.30176  -1.22467  -0.55458
H  0.22769  -1.80711  -3.35056
H  1.65309  -2.27515  -2.20945
H  -2.07236  -4.64187  -3.35486
H  -1.16884  -6.23203  -2.89167
H  -2.74741  -4.73407  -1.08646
H  -1.54335  -7.29304  -1.01758
H  -2.25613  -6.37085  0.47674
H  0.41287  -5.04430  0.07864
H  -0.16536  -6.08850  1.53725
H  1.47591  -7.29824  -2.02450
H  2.92220  -7.45399  -0.81428
H  2.15511  -5.74336  -1.02920
C  0.35343  4.04212  -0.51588
N  0.59753  2.61530  -0.55487
C  -0.18602  1.74817  0.29970
C  1.55163  2.05825  -1.37948
O  1.80842  0.86355  -1.46142
H  0.53300  4.40382  0.50062
H  -0.68744  4.23036  -0.79445
H  1.01207  4.57402  -1.20776
H  0.48797  1.20111  0.96569
H  -0.72629  1.02863  -0.32272
H  -0.89755  2.32967  0.89232
H  2.08909  2.80545  -1.98596
C  -0.96450  8.00039  3.53006
N  -0.24570  6.90694  2.90987
C  0.89182  7.20721  2.06604
C  -0.61080  5.59093  3.09804
O  -0.04834  4.62116  2.60492
H  -1.35459  8.65644  2.74663
H  -0.27459  8.55999  4.16826
H  -1.79610  7.63195  4.13678
H  0.70482  6.81274  1.06280
H  1.77929  6.71689  2.47720
H  1.05907  8.28644  2.01223
H  -1.48745  5.47483  3.75607

***

# 4
Computed, not measured: a cluster of 2 separate species, C6H11BrN in total in a non-equilibrium geometry, with ωB97M-V with the def2-TZVPD basis set.

Output
HOMO in hartree: -0.48897
F_max in eV/A: 5.15
Relative energy (zero: lowest compared OMol25 entry of this formula, charge and spin) in eV: 3.2289
Total charge: +1
HOMO-LUMO gap in eV: 8.67
Lowest unoccupied orbital energy in eV: -4.63
Energy in eV: -77922.938
Molecular weight in g/mol: 177.07

Geometry (Å):
C  1.66871  -0.24460  -1.75430
C  1.38279  0.80590  -0.65590
C  1.80792  -1.30320  -0.61931
C  1.43290  -0.14321  0.31819
C  -1.93780  -0.50774  1.55506
C  -1.98065  1.43994  0.09633
N  -1.43909  0.36243  0.49085
Br  1.37942  -0.04653  2.22443
H  2.54255  0.16186  -2.34794
H  1.48441  1.92103  -0.62236
H  1.25016  -2.22917  -0.62139
H  2.90898  -1.47926  -0.70400
H  -1.78755  -1.61651  1.35854
H  -1.64960  -0.31204  2.52957
H  -3.12108  -0.33645  1.55065
H  0.87890  -0.27635  -2.43024
H  -1.37353  1.87432  -0.69717
H  -2.94872  1.70116  0.42178
H  -0.49870  0.22842  -0.09279

***

# 5
Computed, not measured: an isolated molecule of CBrClOS in a non-equilibrium geometry, with ωB97M-V with the def2-TZVPD basis set.

Output
HOMO in hartree: -0.33761
F_max in eV/A: 3.24
Relative energy (zero: lowest compared OMol25 entry of this formula, charge and spin) in eV: 0.9351
SMILES: O=C(Cl)SBr
HOMO-LUMO gap in eV: 8.75
Lowest unoccupied orbital energy in eV: -0.44
Energy in eV: -96483.463
Molecular weight in g/mol: 175.43

Geometry (Å):
O  -0.48153  -1.25015  -0.97716
C  -0.68995  -0.29649  -0.31856
Cl  -2.04425  0.37690  0.38989
S  0.72867  1.15251  0.52789
Br  2.48706  0.01722  0.37794

***

# 6
Computed, not measured: an isolated molecule of CH2P2 in a non-equilibrium geometry, with ωB97M-V with the def2-TZVPD basis set.

Output
HOMO in hartree: -0.32313
F_max in eV/A: 3.41
Relative energy (zero: lowest compared OMol25 entry of this formula, charge and spin) in eV: 0.2523
HOMO-LUMO gap in eV: 7.98
Lowest unoccupied orbital energy in eV: -0.81
Energy in eV: -19645.010
Molecular weight in g/mol: 75.97

Geometry (Å):
C  -0.22731  0.14937  -0.27249
P  0.82276  -1.25638  0.07756
P  0.66769  0.31996  1.29828
H  0.10334  0.66489  -1.15664
H  -1.36648  0.12216  0.05328

***

# 7
Computed, not measured: a structure of composition C7H7NO in a non-equilibrium geometry, with ωB97M-V with the def2-TZVPD basis set.

Output
HOMO in hartree: -0.29502
F_max in eV/A: 5.55
Relative energy (zero: lowest compared OMol25 entry of this formula, charge and spin) in eV: 7.4953
HOMO-LUMO gap in eV: 8.05
Lowest unoccupied orbital energy in eV: 0.02
Energy in eV: -10901.843
Molecular weight in g/mol: 121.14

Geometry (Å):
C  -1.64474  1.87942  0.38890
C  -2.15512  1.33894  1.63251
C  0.30005  0.84448  -0.52060
C  -0.19444  1.88923  0.38579
C  -1.14530  0.58475  2.26596
C  0.36864  -0.12789  0.36637
C  -0.87431  -1.99844  -0.25396
N  0.04544  0.82674  1.41831
O  0.25133  -1.40944  0.42383
H  -2.28405  2.19311  -0.36680
H  -3.19193  1.32347  1.99911
H  0.78980  0.98084  -1.52304
H  -1.06924  -2.84226  0.34426
H  -0.40972  -2.34073  -1.26640
H  -1.70292  -1.24339  -0.33472
H  0.72797  1.01056  2.08695

***

# 8
Computed, not measured: a structure of composition C12H22Cl3F6N4O4RuSbSi in a non-equilibrium geometry, with ωB97M-V with the def2-TZVPD basis set.

Output
HOMO (alpha / beta) in hartree: -0.26452 / -0.33546
F_max in eV/A: 3.24
Relative energy (zero: lowest compared OMol25 entry of this formula, charge and spin) in eV: 0.0000
2S+1: 5
HOMO-LUMO gap (alpha / beta) in eV: 7.25 / 7.16
Lowest unoccupied orbital energy (alpha / beta) in eV: 0.06 / -1.97
Energy in eV: -97823.889
Molecular weight in g/mol: 757.60

Geometry (Å):
Ru  6.13423  9.30009  9.91320
C  5.49167  5.07119  10.07196
C  5.93716  6.45976  10.38528
N  5.23662  7.48583  9.84948
O  4.09296  7.25460  9.07141
C  7.18560  6.76941  10.92856
C  8.13442  5.67240  11.29383
N  7.44261  8.06951  11.07147
O  8.79271  8.38372  11.37732
H  4.44519  5.06627  9.74776
H  5.62913  4.35208  10.89362
H  6.04693  4.75770  9.13266
H  4.27824  7.53314  8.15764
H  7.62188  4.79829  11.38718
H  8.61125  5.80505  12.27610
H  8.91123  5.69418  10.51471
C  5.13279  12.11749  10.96289
C  5.56423  13.58110  11.31242
N  6.87512  13.56926  11.97022
C  6.96521  12.43544  12.97074
C  6.82366  11.05308  12.30186
N  6.35749  11.24616  10.91252
C  7.43539  11.98160  10.19867
C  7.96713  13.25665  10.99258
H  4.61835  12.17771  10.04640
H  4.40533  11.72607  11.68931
H  4.70529  13.95499  11.95340
H  5.57111  14.27780  10.46848
H  6.13999  12.61680  13.69554
H  7.92472  12.59335  13.43256
H  6.02729  10.57074  12.87631
H  7.80608  10.54600  12.21186
H  6.93354  12.26063  9.25728
H  8.26663  11.36385  9.95274
H  8.05849  14.16911  10.34657
H  8.92758  13.08375  11.45689
F  8.15243  9.54193  8.78010
Sb  9.28756  8.41623  7.60928
F  7.97013  7.06753  7.67611
F  10.12619  7.51467  9.03768
F  10.43499  7.35366  6.61094
F  10.48127  9.84384  7.78321
F  8.44367  9.18022  6.10525
C  5.46599  9.51426  5.80175
O  5.65811  8.96279  7.11601
C  5.35003  9.78222  8.12492
O  4.74613  10.83411  8.05796
H  4.42581  9.59024  5.57704
H  5.94558  8.81609  5.11508
H  5.83692  10.53318  5.65308
Cl  11.15335  7.26818  13.09915
Si  9.62247  8.59045  12.81092
Cl  8.19966  8.44240  14.23416
Cl  10.51841  10.37199  12.78590

***

> What is the energy in the third record?

-34358.340 eV

***

> Among the records above, which one has the highest molecular weight?

C12H22Cl3F6N4O4RuSbSi